Formula: C4H7NO2
Source: OMol25
Level of theory: ωB97M-V/def2-TZVPD

2S+1: 1
LUMO, eV: 0.507
Gap between HOMO and LUMO, Ha: 0.3057

XYZ file:
```
14
C4H7NO2 ωB97M-V/def2-TZVPD
C 1.051 -1.280 -0.186
C 0.327 0.010 -0.634
C 0.875 1.272 0.224
O 0.041 0.148 -1.874
C -0.859 0.280 0.350
O -0.330 1.194 1.111
N -2.129 -0.035 0.349
H 2.030 -1.311 -0.675
H 1.191 -1.357 0.902
H 0.473 -2.142 -0.534
H 0.798 2.196 -0.348
H 1.787 1.209 0.821
H -2.822 0.454 0.899
H -2.432 -0.637 -0.406
```

Here are the Mulliken charges for atoms 1 to 4, given in e: C -1.2380; C 1.1002; C -0.6223; O -0.8375

Formula: C10H17N
Source: OMol25
Level of theory: ωB97M-V/def2-TZVPD

2S+1: 1
SMILES string: CC(C)(C)C.c1ccncc1
LUMO, eV: 0.770
Gap between HOMO and LUMO, Ha: 0.3821

XYZ file:
```
28
C10H17N ωB97M-V/def2-TZVPD
C 2.652 -1.273 -0.160
C 2.774 -0.604 1.056
C 2.572 0.728 1.021
C 2.288 1.381 -0.182
C 2.009 0.626 -1.297
C -1.527 0.026 0.000
C -2.053 1.355 -0.654
C -2.676 -1.009 0.478
C -0.703 0.330 1.155
C -0.766 -0.907 -0.958
H 2.803 -2.395 -0.190
H 3.069 -1.197 1.906
H 2.732 1.309 1.834
H 2.055 2.391 -0.049
H 1.517 1.088 -2.165
H -2.406 1.149 -1.737
H -2.963 1.833 -0.106
H -1.168 2.106 -0.762
H -2.244 -1.964 0.858
H -3.216 -0.536 1.289
H -3.291 -1.226 -0.386
H -0.602 -0.561 1.772
H -1.230 1.285 1.639
H 0.144 0.821 0.880
H 0.197 -0.830 -1.657
H -0.817 -2.007 -0.386
H -1.485 -1.226 -1.825
N 2.334 -0.693 -1.374
```

Here are the Mulliken charges for atoms 1 to 4, given in e: C -0.1397; C -0.4168; C -0.3349; C -0.5662

Formula: C24H15N4PPdS2Se
Source: OMol25
Level of theory: ωB97M-V/def2-TZVPD

2S+1: 5
LUMO (spin up / spin down), eV: 0.020 / -4.061
Gap between HOMO and LUMO (spin up / spin down), Ha: 0.2879 / 0.1553
⟨S²⟩: 6.033

XYZ file:
```
48
C24H15N4PPdS2Se ωB97M-V/def2-TZVPD
Pd 1.173 -0.712 0.614
S 1.955 -2.842 2.019
C 2.857 -1.657 2.867
S 2.128 -0.099 2.784
C 4.031 -1.923 3.531
C 4.725 -0.901 4.233
N 5.270 -0.057 4.795
C 4.610 -3.219 3.470
N 5.089 -4.265 3.396
C -3.892 4.342 0.768
C -3.088 4.161 -0.347
C -2.162 3.129 -0.380
C -2.046 2.269 0.708
C -2.829 2.476 1.841
C -3.756 3.504 1.865
P -0.942 0.811 0.682
C 0.105 1.141 -0.794
C -0.194 0.761 -2.106
C 0.704 1.025 -3.126
C 1.894 1.692 -2.859
C 2.185 2.112 -1.571
C 1.303 1.832 -0.538
C -1.581 -1.697 -0.494
C -2.389 -2.508 -1.298
C -1.858 -3.623 -1.917
C -0.524 -3.954 -1.721
C 0.280 -3.164 -0.907
C -0.242 -2.024 -0.313
H -4.622 5.141 0.787
H -3.181 4.828 -1.195
H -1.530 2.994 -1.248
H -2.714 1.826 2.699
H -4.374 3.650 2.741
H -1.129 0.262 -2.327
H 0.469 0.718 -4.137
H 2.597 1.885 -3.659
H 3.108 2.640 -1.372
H 1.509 2.183 0.466
H -3.430 -2.246 -1.446
H -2.483 -4.236 -2.554
H -0.107 -4.833 -2.198
H 1.308 -3.464 -0.740
Se 4.506 -3.386 -0.843
C 3.665 -1.873 -0.580
N 3.091 -0.875 -0.400
N -3.359 -0.277 0.438
C -2.149 -0.486 0.135
H -3.979 -1.060 0.229
```

Here are the Mulliken charges for atoms 1 to 4, given in e: Pd -0.8365; S -0.1486; C 0.7704; S -0.1912

Formula: C2H9N4O
Source: OMol25
Level of theory: ωB97M-V/def2-TZVPD

2S+1: 1
Total charge: +1
LUMO, eV: -3.982
Gap between HOMO and LUMO, Ha: 0.3311

XYZ file:
```
16
C2H9N4O ωB97M-V/def2-TZVPD
C 1.212 0.343 -0.054
C -2.396 0.375 -0.719
N 1.472 0.465 -1.335
N 2.110 0.319 0.890
N -0.593 -0.278 0.743
N -0.333 -1.400 1.362
O -1.470 -0.608 -0.362
H -2.612 0.150 -1.756
H -1.913 1.310 -0.697
H -3.281 0.388 -0.064
H 2.326 1.068 -1.658
H 0.426 -1.396 2.100
H 2.971 0.949 0.756
H -0.411 -2.321 0.826
H 1.860 0.160 1.872
H 0.632 0.474 -1.904
```

Here are the Mulliken charges for atoms 1 to 4, given in e: C 0.3507; C -0.5694; N -0.3668; N -0.3528

Formula: C3H4OS3
Source: OMol25
Level of theory: ωB97M-V/def2-TZVPD

2S+1: 1
SMILES string: S=C1SCOCS1
LUMO, eV: -0.560
Gap between HOMO and LUMO, Ha: 0.2976

XYZ file:
```
11
C3H4OS3 ωB97M-V/def2-TZVPD
C -0.234 0.713 0.329
C -0.502 -1.284 -1.191
C 1.672 -1.094 -0.215
H -1.069 -1.771 -0.413
H -1.121 -1.553 -2.187
H 2.314 -1.927 0.176
H 2.107 -0.470 -0.922
O 0.789 -1.832 -1.199
S -0.992 1.859 1.289
S -0.696 0.511 -1.190
S 0.804 -0.472 1.114
```

Here are the Mulliken charges for atoms 1 to 4, given in e: C 0.1602; C -0.4454; C -0.3444; H 0.4030

Formula: C25H29Cl5NO6SV
Source: OMol25
Level of theory: ωB97M-V/def2-TZVPD

2S+1: 2
Total charge: -1
LUMO (spin up / spin down), eV: 1.800 / 1.294
Gap between HOMO and LUMO (spin up / spin down), Ha: 0.2371 / 0.2215
⟨S²⟩: 0.799

XYZ file:
```
68
C25H29Cl5NO6SV ωB97M-V/def2-TZVPD
V 1.157 0.724 0.570
C -0.535 -0.282 -2.320
C -1.357 -0.507 -1.199
C -0.541 -1.121 -0.185
C 0.794 -1.158 -0.720
C 0.762 -0.690 -2.075
C 1.884 -0.668 -3.083
C 1.504 -1.609 -4.239
C 2.083 0.755 -3.624
C 3.209 -1.125 -2.472
C -0.896 -2.149 0.895
C -1.447 -3.383 0.153
C 0.347 -2.623 1.676
C -1.908 -1.674 1.944
C -2.793 -0.002 -1.185
C -3.834 -1.134 -1.162
C -3.096 0.827 -2.446
C -3.012 0.948 0.001
H -0.858 0.176 -3.235
H 1.527 -1.885 -0.404
H 0.581 -1.285 -4.711
H 1.358 -2.620 -3.864
H 2.292 -1.627 -4.989
H 1.153 1.168 -4.005
H 2.821 0.760 -4.426
H 2.438 1.403 -2.826
H 3.152 -2.157 -2.133
H 3.455 -0.489 -1.623
H 4.007 -1.050 -3.210
H -0.716 -3.728 -0.577
H -2.363 -3.149 -0.379
H -1.647 -4.196 0.851
H 0.977 -3.274 1.073
H 0.031 -3.194 2.549
H 0.946 -1.783 2.021
H -2.860 -1.398 1.506
H -1.507 -0.820 2.490
H -2.096 -2.473 2.662
H -3.656 -1.826 -1.983
H -4.831 -0.711 -1.285
H -3.821 -1.687 -0.229
H -3.092 0.206 -3.340
H -2.371 1.628 -2.565
H -4.084 1.277 -2.350
H -2.571 0.566 0.913
H -4.075 1.116 0.165
H -2.550 1.906 -0.222
O 2.438 4.632 0.149
C 2.014 3.504 0.241
O 2.111 2.644 1.134
C 1.089 2.935 -0.991
O 0.686 3.648 -1.875
O 0.908 1.706 -0.771
Cl 0.438 4.225 6.608
C 0.465 3.080 5.334
C -0.138 3.373 4.114
Cl -0.944 4.869 3.883
C -0.070 2.457 3.080
Cl -0.755 2.757 1.543
C 0.612 1.227 3.207
O 0.734 0.446 2.199
C 1.141 0.922 4.479
Cl 1.884 -0.604 4.695
C 1.083 1.845 5.515
Cl 1.784 1.457 7.027
O 3.772 -0.888 2.472
S 4.016 -0.371 1.116
N 2.768 0.151 0.440
```

Here are the Mulliken charges for atoms 1 to 4, given in e: V -0.4304; C -1.1102; C 0.0197; C 1.2132

Formula: H6OSi2
Source: OMol25
Level of theory: ωB97M-V/def2-TZVPD

2S+1: 1
LUMO, eV: -0.616
Gap between HOMO and LUMO, Ha: 0.2815

XYZ file:
```
9
H6OSi2 ωB97M-V/def2-TZVPD
O 0.834 -1.311 0.479
Si 0.958 0.274 0.438
Si -2.538 0.718 0.292
H 0.816 -2.084 -0.117
H 0.711 0.543 -0.915
H -0.135 0.925 1.111
H 2.233 0.964 1.010
H -2.520 1.650 -0.771
H -1.887 -0.401 -0.353
```

Here are the Mulliken charges for atoms 1 to 4, given in e: O -0.4170; Si 0.5691; Si 0.1336; H 0.3597

Formula: C20H18O8
Source: OMol25
Level of theory: ωB97M-V/def2-TZVPD

2S+1: 1
SMILES string: CC(=O)OCC1=CC(=O)C=C(CCC2=CC(=O)C=C(COC(C)=O)C2=O)C1=O
LUMO, eV: -1.992
Gap between HOMO and LUMO, Ha: 0.2982

XYZ file:
```
46
C20H18O8 ωB97M-V/def2-TZVPD
O 0.736 -4.608 -0.284
O -0.891 5.631 0.648
O -3.003 -1.063 1.110
O 1.842 1.518 -1.270
O -4.367 -5.567 0.331
O 5.025 4.952 -3.242
O -3.395 -5.110 2.353
O 3.913 4.275 -1.358
C -0.132 -3.794 -0.015
C -0.242 4.708 0.184
C -2.203 -1.928 0.710
C 1.219 2.476 -0.824
C -3.948 -5.909 1.426
C 4.986 4.762 -2.027
C -1.319 -4.242 0.721
C 0.869 4.935 -0.736
C -0.003 -2.369 -0.329
C -0.644 3.361 0.531
C -2.318 -3.334 1.099
C 1.604 3.855 -1.190
C -1.014 -1.448 -0.040
C 0.061 2.221 0.086
C -3.792 -7.376 1.679
C 6.178 5.242 -1.248
C -3.446 -3.734 2.047
C 2.724 4.017 -2.158
C -0.885 -0.041 -0.511
C -0.294 0.833 0.617
H -1.281 -5.282 1.015
H 1.082 5.979 -0.903
H 0.914 -2.037 -0.788
H -1.466 3.242 1.220
H -4.774 -7.813 1.714
H -3.261 -7.574 2.626
H -3.172 -7.833 0.856
H 6.964 4.418 -1.169
H 5.850 5.564 -0.266
H 6.660 6.108 -1.763
H -3.317 -3.102 2.960
H -4.393 -3.462 1.607
H 2.523 4.848 -2.837
H 2.885 3.142 -2.806
H -0.236 -0.030 -1.388
H -1.860 0.349 -0.836
H 0.639 0.351 0.976
H -1.017 0.872 1.473
```

Here are the Mulliken charges for atoms 1 to 4, given in e: O -0.5599; O -0.5639; O -0.6662; O -0.6501

Formula: C4H5O4Pb
Source: OMol25
Level of theory: ωB97M-V/def2-TZVPD

2S+1: 2
Total charge: +2
LUMO (spin up / spin down), eV: -10.797 / -10.793
Gap between HOMO and LUMO (spin up / spin down), Ha: 0.1590 / 0.2066
⟨S²⟩: 0.755

XYZ file:
```
14
C4H5O4Pb ωB97M-V/def2-TZVPD
C -2.756 0.299 -0.487
O -4.039 0.022 -0.695
H -2.253 1.030 -1.124
H -4.347 0.372 -1.539
C -2.097 -0.259 0.622
C -0.721 -0.315 0.329
H -2.543 -1.150 1.072
H -1.764 1.428 1.706
H -0.239 -0.854 -0.487
O 0.200 0.269 1.179
C 0.197 1.548 1.538
O -0.873 2.070 1.996
O 1.199 2.196 1.200
Pb 2.065 4.056 1.048
```

Here are the Mulliken charges for atoms 1 to 4, given in e: C 0.3433; O -0.3726; H 0.3370; H 0.3905

Formula: C6H15N2O2
Source: OMol25
Level of theory: ωB97M-V/def2-TZVPD

2S+1: 1
SMILES string: NC(O)(O)[NH+]1CCCCC1
Total charge: +1
LUMO, eV: -2.887
Gap between HOMO and LUMO, Ha: 0.4094

XYZ file:
```
25
C6H15N2O2 ωB97M-V/def2-TZVPD
C 2.206 0.149 0.377
C 1.606 1.398 -0.359
C 1.622 -1.258 0.024
C 0.159 1.296 0.130
C 0.193 -1.166 0.430
C -1.957 0.205 0.015
N -2.637 -1.255 -0.578
N -0.506 0.046 -0.274
O -2.067 0.236 1.408
O -2.605 1.309 -0.460
H 3.355 0.059 0.279
H 2.050 0.178 1.398
H 2.154 2.167 0.130
H 1.645 1.314 -1.494
H 1.719 -1.495 -1.091
H 2.261 -1.890 0.552
H 0.029 1.427 1.271
H -0.361 2.227 -0.320
H -0.385 -1.966 0.188
H 0.053 -0.755 1.518
H -2.950 -1.928 0.095
H -3.331 -1.024 -1.268
H -0.511 -0.031 -1.247
H -2.893 0.068 1.853
H -3.238 1.278 -1.218
```

Here are the Mulliken charges for atoms 1 to 4, given in e: C -0.8826; C -0.3074; C -0.4371; C -0.7556

Formula: C4H7O4Sn
Source: OMol25
Level of theory: ωB97M-V/def2-TZVPD

2S+1: 1
Total charge: +1
LUMO, eV: -6.140
Gap between HOMO and LUMO, Ha: 0.3481

XYZ file:
```
16
C4H7O4Sn ωB97M-V/def2-TZVPD
O 1.665 -0.442 1.992
C 1.827 0.449 1.185
O 2.889 0.966 0.710
Sn 2.063 1.447 -0.992
O 0.784 0.736 0.275
C -0.286 -1.421 -1.073
H 0.102 -2.189 -0.391
H -0.868 -1.999 -1.802
H 0.559 -0.934 -1.578
C -0.659 0.428 0.653
C -1.282 -0.315 -0.493
O -1.264 1.609 1.015
H -0.640 -0.193 1.556
H -1.570 0.396 -1.282
H -2.180 -0.812 -0.103
H -1.141 2.274 0.328
```

Here are the Mulliken charges for atoms 1 to 4, given in e: O -0.4282; C 0.7593; O -0.5400; Sn 0.9970

Formula: C4H10O2
Source: OMol25
Level of theory: ωB97M-V/def2-TZVPD

2S+1: 1
LUMO, eV: 0.363
Gap between HOMO and LUMO, Ha: 0.3396

XYZ file:
```
16
C4H10O2 ωB97M-V/def2-TZVPD
C -1.529 0.477 -1.823
O -0.282 0.715 -1.185
C -0.309 0.726 0.143
C 0.895 0.728 0.852
C 1.652 -0.996 0.947
O 0.846 -1.926 1.284
H -2.290 1.180 -1.465
H -1.364 0.619 -2.891
H -1.852 -0.552 -1.620
H -1.034 -0.959 0.525
H -1.264 0.962 0.609
H 1.727 1.181 0.317
H 0.794 1.042 1.888
H 2.074 -1.020 -0.077
H 2.395 -0.685 1.699
H -0.458 -1.491 0.797
```

Here are the Mulliken charges for atoms 1 to 4, given in e: C -0.6517; O -0.3338; C -0.1437; C -0.7891

Number 1: maximum force 0.0135 Eh/bohr, energy -361.7649 Ha. Number 2: maximum force 0.1015 Eh/bohr, energy -445.8778 Ha. Number 3: maximum force 0.0272 Eh/bohr, energy -4809.4477 Ha. Number 4: maximum force 0.0731 Eh/bohr, energy -375.4542 Ha. Number 5: maximum force 0.1076 Eh/bohr, energy -1386.4381 Ha. Number 6: maximum force 0.1015 Eh/bohr, energy -5119.4931 Ha. Number 7: maximum force 0.0547 Eh/bohr, energy -657.7128 Ha. Number 8: maximum force 0.0882 Eh/bohr, energy -1374.7844 Ha. Number 9: maximum force 0.0993 Eh/bohr, energy -648.4338 Ha. Number 10: maximum force 0.1418 Eh/bohr, energy -497.2935 Ha. Number 11: maximum force 0.1291 Eh/bohr, energy -671.5905 Ha. Number 12: maximum force 0.0050 Eh/bohr, energy -308.7185 Ha.